A molecular structure, C25H27N3RhSSi in a non-equilibrium geometry. Source: OMol25; level of theory: the ωB97M-V functional and the def2-TZVPD basis.

Calculated values
largest force on an atom: 1.00 eV Å⁻¹
total charge: +1
⟨S²⟩: 6.0561
HOMO level (alpha / beta): -0.3731 / -0.3831 Ha
spin multiplicity: 5
frontier orbital gap (alpha / beta): 6.88 / 5.23 eV
molecular weight: 532.57 g mol⁻¹

Structure (XYZ):
```
58
Properties=species:S:1:pos:R:3:lowdin_charge:R:1
Rh 0.096 -0.483 0.154 0.738
C -1.500 3.638 0.763 -0.029
C -0.934 3.933 1.990 -0.027
C 0.057 3.108 2.499 0.004
C 0.458 2.004 1.769 -0.196
N -0.144 1.686 0.610 0.005
C -1.088 2.488 0.116 -0.106
C 1.637 1.154 2.158 -0.200
C 2.464 1.463 3.224 0.004
C 3.608 0.706 3.432 -0.027
C 3.907 -0.326 2.561 -0.028
C 3.021 -0.591 1.533 -0.105
N 1.908 0.117 1.351 0.009
H -2.249 4.277 0.316 0.118
H -1.249 4.808 2.546 0.122
H 0.508 3.331 3.457 0.113
H -1.520 2.189 -0.829 0.118
H 2.236 2.293 3.881 0.112
H 4.268 0.937 4.260 0.122
H 4.806 -0.919 2.671 0.119
H 3.201 -1.389 0.822 0.122
C -0.891 -2.388 4.176 -0.170
Si -0.913 -2.930 2.396 0.420
C -2.131 -4.305 2.144 -0.158
C 0.812 -3.447 1.916 -0.167
N -1.395 -1.628 1.269 -0.090
C -2.595 -1.021 1.276 -0.344
C -3.049 -0.293 0.129 -0.040
C -4.255 0.363 0.140 -0.063
C -5.070 0.320 1.277 -0.037
C -4.676 -0.417 2.402 -0.053
C -3.479 -1.086 2.406 -0.008
H -0.211 -3.055 4.716 0.043
H -1.870 -2.457 4.657 0.030
H -0.519 -1.364 4.297 0.039
H -1.678 -5.261 2.431 0.044
H -2.444 -4.378 1.097 0.043
H -3.026 -4.160 2.759 0.037
H 0.859 -4.525 1.723 0.045
H 1.523 -3.218 2.718 0.037
H 1.151 -2.953 1.005 -0.018
H -2.445 -0.315 -0.767 0.087
H -4.585 0.895 -0.742 0.115
H -6.020 0.841 1.283 0.115
H -5.321 -0.463 3.271 0.117
H -3.178 -1.653 3.280 0.081
S 0.743 -0.888 -2.025 0.604
C 1.224 -2.582 -2.125 -0.670
C 2.277 -2.940 -2.970 -0.120
C 2.681 -4.265 -3.058 -0.078
C 2.047 -5.245 -2.307 -0.080
C 0.991 -4.900 -1.476 -0.085
C 0.574 -3.578 -1.391 -0.158
H 2.774 -2.173 -3.552 0.101
H 3.497 -4.533 -3.720 0.109
H 2.370 -6.277 -2.377 0.107
H 0.478 -5.666 -0.904 0.107
H -0.273 -3.306 -0.770 0.071
```

=====

A single C24H23ClN6O molecule in a non-equilibrium geometry. Source: OMol25; level of theory: the ωB97M-V functional and the def2-TZVPD basis.

Calculated values
largest force on an atom: 1.03 eV Å⁻¹
total charge: 0
HOMO level: -0.3086 Ha
structure (SMILES): CN(Cc1cnccn1)Cc1c(C(=O)N2CCc3ccccc3C2)nc2ccc(Cl)cn12
frontier orbital gap: 8.59 eV
molecular weight: 446.94 g mol⁻¹

Structure (XYZ):
```
55
Properties=species:S:1:pos:R:3:lowdin_charge:R:1
C -2.488 4.214 0.301 -0.096
N -1.367 3.335 0.577 -0.211
C -1.598 2.458 1.719 -0.132
C -2.398 1.218 1.417 -0.247
C -1.921 -0.057 1.720 -0.090
N -2.602 -1.152 1.429 0.096
C -3.758 -0.992 0.801 -0.125
C -4.238 0.270 0.486 -0.099
N -3.570 1.365 0.807 0.142
C -0.989 2.603 -0.635 -0.125
C 0.130 1.662 -0.376 -0.129
C 0.247 0.285 -0.530 -0.118
C -0.825 -0.578 -1.085 -0.393
O -1.745 -0.058 -1.714 0.041
N -0.781 -1.908 -0.889 -0.030
C -1.817 -2.741 -1.458 -0.142
C -1.182 -3.695 -2.465 -0.106
C -0.059 -4.456 -1.820 -0.175
C 0.367 -5.670 -2.346 -0.042
C 1.402 -6.374 -1.760 -0.091
C 2.025 -5.865 -0.632 -0.090
C 1.609 -4.658 -0.104 -0.039
C 0.571 -3.943 -0.690 -0.141
C 0.147 -2.640 -0.063 -0.102
N 1.481 -0.128 -0.145 0.153
C 2.131 0.948 0.250 -0.257
C 3.434 1.093 0.749 0.017
C 3.873 2.334 1.112 -0.093
C 3.010 3.447 0.987 -0.654
Cl 3.572 5.007 1.466 0.686
C 1.744 3.313 0.500 -0.052
N 1.323 2.079 0.130 0.065
H -2.206 4.893 -0.504 0.083
H -3.390 3.667 0.006 0.074
H -2.701 4.804 1.192 0.085
H -2.115 3.044 2.483 0.128
H -0.626 2.158 2.127 0.118
H -0.970 -0.204 2.219 0.122
H -4.302 -1.893 0.556 0.105
H -5.178 0.418 -0.027 0.109
H -0.670 3.349 -1.373 0.135
H -1.824 2.036 -1.067 0.113
H -2.553 -2.092 -1.936 0.120
H -2.295 -3.307 -0.651 0.132
H -1.933 -4.384 -2.856 0.120
H -0.790 -3.116 -3.306 0.131
H -0.125 -6.064 -3.224 0.111
H 1.721 -7.316 -2.180 0.099
H 2.834 -6.409 -0.167 0.099
H 2.093 -4.256 0.774 0.114
H 1.025 -2.021 0.123 0.097
H -0.342 -2.857 0.900 0.135
H 4.055 0.217 0.832 0.119
H 4.868 2.482 1.499 0.104
H 1.042 4.126 0.409 0.126
```